A single C18H21N3O5 molecule in a non-equilibrium geometry. Source: the Open Molecules 2025 dataset; level of theory: ωB97M-V/def2-TZVPD.

## Properties
Calculated total energy = -33713.2944 eV
HOMO level = -8.69 eV
Strongest force on any atom = 1.1 eV/Å

CARTESIAN COORDINATES (ANGSTROEM)
C (-6.03, 3.33, -0.86)
O (-5.83, 1.96, -1.07)
C (-4.98, 1.29, -0.25)
C (-4.27, 1.86, 0.81)
C (-3.44, 1.07, 1.58)
C (-3.28, -0.28, 1.32)
C (-3.98, -0.85, 0.27)
O (-3.93, -2.18, -0.09)
C (-3.09, -3.03, 0.64)
C (-1.64, -2.72, 0.44)
C (-0.93, -2.33, -0.65)
C (0.40, -2.19, -0.16)
C (1.55, -1.84, -1.04)
O (1.44, -2.02, -2.24)
N (2.68, -1.36, -0.48)
C (2.89, -0.95, 0.89)
C (3.05, 0.57, 0.93)
N (4.14, 0.98, 0.06)
C (5.25, 1.54, 0.59)
C (6.37, 1.89, -0.37)
O (5.34, 1.77, 1.78)
C (3.94, 0.56, -1.31)
C (3.77, -0.97, -1.35)
N (0.44, -2.48, 1.12)
O (-0.81, -2.80, 1.50)
C (-4.82, -0.07, -0.51)
H (-5.11, 3.90, -0.97)
H (-6.74, 3.65, -1.62)
H (-6.46, 3.52, 0.13)
H (-4.37, 2.91, 1.04)
H (-2.90, 1.52, 2.40)
H (-2.63, -0.85, 1.95)
H (-3.32, -3.02, 1.71)
H (-3.30, -4.03, 0.25)
H (-1.27, -2.17, -1.65)
H (2.05, -1.27, 1.50)
H (3.80, -1.42, 1.26)
H (3.30, 0.90, 1.94)
H (2.13, 1.06, 0.61)
H (6.77, 0.99, -0.84)
H (7.16, 2.38, 0.20)
H (6.02, 2.57, -1.14)
H (4.77, 0.85, -1.93)
H (3.03, 1.02, -1.69)
H (3.53, -1.30, -2.36)
H (4.69, -1.46, -1.01)
H (-5.37, -0.51, -1.32)

From a natural (NBO) analysis of the wavefunction, the atomic charges in e read:
1 C -0.252
2 O -0.489
3 C 0.326
4 C -0.335
5 C -0.177
6 C -0.300
7 C 0.310
8 O -0.480
9 C -0.115
10 C 0.285
11 C -0.306
12 C 0.046
13 C 0.651
14 O -0.615
15 N -0.414
16 C -0.243
17 C -0.237
18 N -0.446
19 C 0.687
20 C -0.714
21 O -0.629
22 C -0.220
23 C -0.237
24 N -0.122
25 O -0.261
26 C -0.301
27 H 0.176
28 H 0.201
29 H 0.177
30 H 0.220
31 H 0.215
32 H 0.213
33 H 0.201
34 H 0.224
35 H 0.259
36 H 0.258
37 H 0.199
38 H 0.257
39 H 0.190
40 H 0.224
41 H 0.246
42 H 0.225
43 H 0.220
44 H 0.199
45 H 0.253
46 H 0.195
47 H 0.234

***

3 unconnected molecules or ions with the total composition C14H29O9. Source: the Open Molecules 2025 dataset; level of theory: ωB97M-V/def2-TZVPD.

## Properties
Calculated total energy = -33412.0386 eV
HOMO level = -2.03 eV
Net charge = -1
Strongest force on any atom = 0.7 eV/Å

CARTESIAN COORDINATES (ANGSTROEM)
C (3.59, -3.71, -2.05)
C (2.59, -2.68, -2.57)
C (1.24, -2.84, -1.88)
O (0.17, -2.20, -2.52)
C (-0.01, -0.80, -2.17)
C (0.78, 0.19, -3.00)
C (1.65, 1.10, -2.25)
O (3.10, 0.67, -1.96)
O (3.28, 0.46, -0.52)
H (3.28, -4.73, -2.31)
H (4.59, -3.55, -2.45)
H (3.67, -3.66, -0.96)
H (2.97, -1.67, -2.40)
H (2.44, -2.77, -3.64)
H (0.98, -3.90, -1.82)
H (1.32, -2.47, -0.84)
H (0.24, -0.70, -1.10)
H (-1.10, -0.69, -2.23)
H (1.36, -0.37, -3.75)
H (1.25, 1.33, -1.25)
H (1.85, 2.07, -2.74)
H (3.79, -0.36, -0.53)
C (-3.08, -1.38, 4.77)
C (-1.82, -2.22, 4.80)
O (-1.10, -2.14, 3.57)
C (-0.33, -1.04, 3.43)
O (-0.19, -0.19, 4.28)
O (0.22, -1.06, 2.24)
C (1.08, 0.05, 1.94)
H (-3.69, -1.64, 3.91)
H (-3.66, -1.54, 5.68)
H (-2.82, -0.32, 4.70)
H (-2.06, -3.28, 4.89)
H (-1.17, -1.93, 5.62)
H (1.84, 0.15, 2.71)
H (0.48, 0.97, 1.88)
H (1.52, -0.14, 0.97)
C (-1.91, 3.70, -3.05)
C (-1.67, 2.38, -2.35)
O (-1.11, 2.59, -1.04)
C (-1.92, 2.91, -0.06)
O (-3.12, 3.07, -0.10)
O (-1.18, 3.00, 1.05)
C (-1.86, 3.35, 2.25)
H (-0.98, 4.28, -3.09)
H (-2.24, 3.51, -4.07)
H (-2.67, 4.29, -2.54)
H (-0.92, 1.77, -2.85)
H (-2.59, 1.81, -2.25)
H (-2.75, 2.73, 2.39)
H (-2.17, 4.40, 2.22)
H (-1.15, 3.19, 3.05)

From a natural (NBO) analysis of the wavefunction, the atomic charges in e read:
1 C -0.607
2 C -0.448
3 C -0.040
4 O -0.566
5 C -0.070
6 C -0.722
7 C -0.140
8 O -0.367
9 O -0.523
10 H 0.190
11 H 0.200
12 H 0.190
13 H 0.232
14 H 0.200
15 H 0.153
16 H 0.148
17 H 0.126
18 H 0.138
19 H 0.175
20 H 0.176
21 H 0.160
22 H 0.449
23 C -0.637
24 C -0.069
25 O -0.499
26 C 0.984
27 O -0.670
28 O -0.484
29 C -0.269
30 H 0.214
31 H 0.207
32 H 0.226
33 H 0.183
34 H 0.193
35 H 0.181
36 H 0.198
37 H 0.235
38 C -0.635
39 C -0.118
40 O -0.485
41 C 0.989
42 O -0.669
43 O -0.507
44 C -0.254
45 H 0.208
46 H 0.211
47 H 0.206
48 H 0.267
49 H 0.178
50 H 0.192
51 H 0.178
52 H 0.196

***

A molecular structure, C5H4N4 in a non-equilibrium geometry. Source: the Open Molecules 2025 dataset; level of theory: ωB97M-V/def2-TZVPD.

## Properties
Calculated total energy = -11207.2099 eV
HOMO level = -9.04 eV
Strongest force on any atom = 4.7 eV/Å

CARTESIAN COORDINATES (ANGSTROEM)
C (0.00, -0.58, -2.10)
C (-0.89, 0.14, -0.33)
C (-1.52, 0.23, 1.07)
C (0.64, 0.49, 2.07)
C (0.52, 0.21, -0.18)
H (0.28, -1.29, -3.21)
H (-2.58, -0.34, 1.52)
H (1.22, 0.70, 2.90)
H (1.84, 0.03, -1.90)
N (-1.16, -0.32, -1.59)
N (-0.69, 0.49, 2.08)
N (1.26, 0.55, 0.96)
N (1.07, -0.31, -1.30)

From a natural (NBO) analysis of the wavefunction, the atomic charges in e read:
1 C 0.246
2 C 0.014
3 C 0.115
4 C 0.248
5 C 0.285
6 H 0.207
7 H 0.232
8 H 0.186
9 H 0.433
10 N -0.460
11 N -0.505
12 N -0.432
13 N -0.567